Entry 1:
This record from OMol25 describes a molecular structure, C34H22Cl4N3O2STeTi. The level of theory is ωB97M-V/def2-TZVPD.

Each line ends with the Mulliken charge.
CARTESIAN COORDINATES (ANGSTROEM)
Ti (0.14811, 0.28230, -0.37755)  -0.903
Cl (-3.27576, 5.81383, 1.55317)  -0.234
C (-2.79349, 4.16978, 1.28564)  0.409
C (-3.60340, 3.12903, 1.71027)  0.305
Cl (-5.10684, 3.45072, 2.51019)  -0.237
C (-3.20371, 1.80485, 1.48231)  0.253
Cl (-4.17854, 0.47562, 2.00869)  -0.231
C (-2.01732, 1.52798, 0.82736)  -0.127
O (-1.58699, 0.28694, 0.57446)  -0.601
C (-1.17325, 2.59009, 0.40231)  0.420
O (-0.02401, 2.26018, -0.13662)  -0.575
C (-1.58416, 3.90023, 0.63791)  0.087
Cl (-0.52683, 5.17370, 0.13443)  -0.238
N (1.55630, -3.56254, -0.97891)  0.030
C (0.29124, -3.98572, -1.38319)  0.644
C (-0.17815, -5.18420, -1.91087)  -1.197
C (-1.52348, -5.23475, -2.21766)  -0.381
C (-2.37419, -4.13334, -2.00630)  -0.767
C (-1.90381, -2.94992, -1.47705)  -0.517
C (-0.54858, -2.89298, -1.16579)  0.038
N (0.19887, -1.84957, -0.63706)  0.729
C (1.42767, -2.28162, -0.56011)  -0.009
C (2.50356, -1.38634, -0.10117)  -0.582
C (3.76112, -1.73875, 0.23272)  -0.465
S (4.65311, -0.34283, 0.78512)  -0.331
C (3.20980, 0.63595, 0.54786)  -0.770
N (2.13604, -0.07829, 0.02493)  0.923
H (2.41879, -4.07165, -1.03891)  0.223
H (0.47360, -6.03127, -2.07991)  0.400
H (-1.93513, -6.14327, -2.63804)  0.375
H (-3.42002, -4.21968, -2.26984)  0.423
H (-2.54168, -2.09145, -1.31145)  0.485
H (4.20039, -2.72276, 0.20905)  0.351
H (3.17850, 1.69898, 0.70223)  0.461
C (-3.39960, 0.70715, -4.90409)  -0.504
C (-3.43523, 0.92553, -3.50729)  -0.930
C (-2.29215, 0.81232, -2.76847)  -0.220
C (-1.04242, 0.47611, -3.35886)  1.139
C (0.14268, 0.34883, -2.55423)  -0.180
C (1.29807, 0.04214, -3.23898)  0.122
C (1.34430, -0.15154, -4.64346)  -1.103
C (0.21028, -0.05150, -5.39163)  -0.871
C (-1.01949, 0.27043, -4.75895)  0.718
C (-2.21845, 0.38965, -5.50935)  -0.839
H (-4.30643, 0.79671, -5.49015)  0.372
H (-4.36701, 1.18844, -3.02183)  0.435
H (-2.33567, 0.98606, -1.69957)  0.830
H (2.23392, -0.05547, -2.69362)  0.396
H (2.29106, -0.38728, -5.11770)  0.411
H (0.22562, -0.21149, -6.46430)  0.330
H (-2.17663, 0.22455, -6.58093)  0.344
C (1.00456, -0.92519, 4.87078)  -1.199
Te (0.02206, -0.87736, 2.97685)  0.097
C (0.29793, 1.23326, 3.17616)  -0.504
C (1.48197, 1.39128, 4.09497)  0.333
C (2.23191, 2.56251, 4.11792)  -0.582
C (3.32753, 2.68157, 4.95911)  -0.629
C (3.68197, 1.62532, 5.78819)  -0.517
C (2.93623, 0.45626, 5.77112)  -0.689
C (1.83708, 0.33032, 4.92867)  0.624
H (1.61238, -1.82160, 4.98241)  0.497
H (0.23625, -0.93004, 5.64471)  0.350
H (-0.60925, 1.67603, 3.58751)  0.598
H (0.49432, 1.68435, 2.20450)  0.089
H (1.96066, 3.37813, 3.45751)  0.512
H (3.91268, 3.59260, 4.95717)  0.393
H (4.54441, 1.70659, 6.43799)  0.377
H (3.21667, -0.37393, 6.40958)  0.407

Atoms 1-6, force components in eV/Å:
Ti -0.131 0.605 -1.128
Cl 0.018 -0.065 -0.004
C -0.005 0.107 -0.020
C -0.050 -0.074 0.021
Cl 0.051 0.000 -0.020
C -0.144 0.076 0.018

Computed properties:
⟨S²⟩ ... 2.014
E_HOMO (alpha / beta) ... -2.60 / -4.95 eV
Energy ... -135518.476 eV
Total charge ... -1
HOMO-LUMO gap (alpha / beta) ... 4.7 / 7.0 eV
LUMO (alpha / beta) ... 2.059 / 2.039 eV
2S+1 ... 3

Entry 2:
This record from OMol25 describes 11 unconnected molecules or ions with the total composition C48H78Br2ClO15PS. The level of theory is ωB97M-V/def2-TZVPD.

Each line ends with the Mulliken charge.
CARTESIAN COORDINATES (ANGSTROEM)
C (-2.09701, 0.47703, -2.08782)  -1.187
C (-2.82721, 1.76701, -2.15196)  0.665
Br (-4.66417, 1.60350, -1.70204)  -0.065
C (-2.25482, 2.92786, -2.43741)  -1.111
Br (-3.25788, 4.54353, -2.37912)  0.069
C (-0.80702, 3.08138, -2.74389)  -0.715
C (0.08559, 3.19380, -1.65069)  0.959
P (-0.52969, 3.07894, 0.08211)  0.595
O (-0.04892, 1.88637, 0.80352)  -0.648
C (1.45384, 3.39588, -1.90288)  0.277
C (1.91585, 3.46264, -3.21991)  0.664
C (1.03150, 3.36720, -4.31290)  -0.211
C (1.60414, 3.54079, -5.71045)  -1.542
C (-0.34220, 3.15269, -4.06160)  0.863
S (-1.35276, 3.03623, -5.54344)  1.576
C (-2.92642, 2.32896, -5.22789)  -1.069
O (-0.72474, 2.19539, -6.53057)  -0.667
O (-1.53893, 4.39676, -5.99446)  -0.768
C (3.38227, 3.64858, -3.42168)  0.673
O (3.99604, 3.19301, -4.35045)  -0.580
C (4.11541, 4.41878, -2.39153)  0.080
C (5.34311, 5.14398, -2.80752)  -1.821
C (5.03985, 6.46972, -3.52650)  0.822
C (3.88661, 7.24559, -2.91174)  -1.210
Cl (6.53388, 7.47942, -3.44951)  -0.232
C (3.65501, 4.38555, -1.14636)  -0.331
C (2.45536, 3.60785, -0.79547)  -0.459
O (2.31438, 3.21125, 0.32352)  -0.551
H (-2.60719, -0.32876, -2.60338)  0.582
H (-1.98244, 0.21936, -1.03348)  0.270
H (-1.09095, 0.55613, -2.49084)  -0.015
H (-1.92797, 3.08420, 0.04602)  0.122
H (-0.15976, 4.31464, 0.65269)  0.103
H (2.05896, 2.61233, -6.02989)  0.376
H (2.33701, 4.33705, -5.66450)  0.010
H (0.85261, 3.86830, -6.40545)  0.724
H (-2.79168, 1.38953, -4.69906)  0.200
H (-3.34011, 2.12302, -6.20656)  0.659
H (-3.54715, 2.97034, -4.62334)  0.331
H (6.02819, 5.32153, -1.98650)  0.530
H (5.87894, 4.50732, -3.50924)  0.374
H (4.88614, 6.28813, -4.58335)  -0.089
H (2.95535, 6.81772, -3.27353)  0.237
H (3.96165, 8.29027, -3.18434)  0.476
H (3.93206, 7.16123, -1.83029)  0.252
H (4.16227, 4.88756, -0.33641)  0.535
C (0.75018, -3.21856, -4.44439)  -1.272
C (0.66778, -1.71294, -4.40971)  0.860
C (1.88311, -0.96705, -3.91208)  -0.763
O (-0.32686, -1.12534, -4.76735)  -0.521
H (-0.18756, -3.62127, -4.82075)  0.308
H (1.56226, -3.53444, -5.10334)  0.280
H (0.92635, -3.60913, -3.44104)  0.387
H (2.74424, -1.18782, -4.54503)  0.414
H (2.10873, -1.25929, -2.88516)  0.397
H (1.68644, 0.10377, -3.94158)  -0.081
C (-3.79281, -0.28909, 3.99136)  -0.702
C (-2.72244, 0.23675, 3.06520)  0.571
C (-1.33535, 0.37144, 3.63233)  -0.399
O (-2.96877, 0.53820, 1.91848)  -0.542
H (-4.74103, -0.33932, 3.45841)  0.347
H (-3.52473, -1.28910, 4.33854)  -0.022
H (-3.89634, 0.37397, 4.84945)  0.150
H (-0.96705, -0.60341, 3.96254)  0.335
H (-1.35501, 1.05737, 4.47846)  0.039
H (-0.67454, 0.76273, 2.86157)  0.234
C (3.39748, 0.21049, 6.74995)  -1.195
C (1.94302, 0.50536, 6.46562)  0.796
C (1.64619, 1.44829, 5.32775)  -0.706
O (1.05781, 0.00530, 7.12053)  -0.489
H (3.47085, -0.47900, 7.58808)  0.306
H (3.86510, -0.24080, 5.87360)  0.325
H (3.92396, 1.13285, 6.99938)  0.328
H (2.04057, 1.04366, 4.39410)  0.338
H (2.09975, 2.42178, 5.52150)  0.409
H (0.57239, 1.57131, 5.23476)  -0.100
C (4.56001, 4.14145, -8.00971)  -1.172
C (3.49054, 5.18595, -7.80545)  1.090
C (2.26530, 5.09095, -8.68021)  -1.181
O (3.60852, 6.05712, -6.97408)  -0.562
H (5.38076, 4.32165, -7.31924)  0.287
H (4.15009, 3.14744, -7.82324)  0.262
H (4.93677, 4.18731, -9.03271)  0.433
H (1.76605, 4.13351, -8.52127)  0.231
H (2.54867, 5.17599, -9.73048)  0.432
H (1.57728, 5.89511, -8.43036)  0.331
C (-2.00980, -0.36708, 7.86731)  -0.828
C (-2.74756, 0.91163, 7.58200)  0.855
C (-3.70730, 1.40295, 8.63998)  -1.321
O (-2.58708, 1.52348, 6.54808)  -0.552
H (-1.35804, -0.60416, 7.03306)  0.095
H (-1.40101, -0.25692, 8.76552)  0.411
H (-2.72171, -1.18376, 8.00519)  0.319
H (-3.17175, 1.58587, 9.57256)  0.357
H (-4.48285, 0.65581, 8.81465)  0.319
H (-4.17242, 2.32902, 8.30879)  0.338
C (-8.16386, 1.73972, -4.58070)  -1.207
C (-6.88689, 2.40705, -5.02832)  0.803
C (-6.99717, 3.41527, -6.14690)  -1.095
O (-5.82477, 2.14623, -4.51158)  -0.353
H (-7.94563, 1.04257, -3.77506)  0.265
H (-8.87105, 2.48940, -4.22266)  0.352
H (-8.61272, 1.19454, -5.41234)  0.343
H (-7.65860, 4.23097, -5.85151)  0.348
H (-7.39854, 2.93725, -7.04178)  0.359
H (-6.01349, 3.82205, -6.37206)  0.227
C (-1.49910, -5.48689, 5.73474)  -0.725
C (-2.56729, -4.44480, 5.94022)  0.921
C (-3.65808, -4.36677, 4.89705)  -1.308
O (-2.55512, -3.70286, 6.89604)  -0.544
H (-0.78281, -5.43799, 6.54938)  -0.064
H (-1.93829, -6.48355, 5.71800)  0.315
H (-0.97967, -5.30703, 4.79155)  0.442
H (-4.19139, -5.31689, 4.84224)  0.402
H (-3.22620, -4.14400, 3.91990)  0.331
H (-4.36054, -3.57982, 5.16328)  0.288
C (0.12857, -10.15406, 8.21284)  -1.243
C (-0.61566, -8.87088, 7.94636)  0.967
C (-1.56451, -8.39766, 9.01799)  -1.072
O (-0.45532, -8.24686, 6.92141)  -0.519
H (0.77756, -10.37743, 7.36911)  0.294
H (0.73636, -10.04612, 9.11215)  0.304
H (-0.57673, -10.97613, 8.34697)  0.392
H (-1.01606, -8.22755, 9.94519)  0.298
H (-2.34215, -9.14454, 9.18753)  0.399
H (-2.03009, -7.46527, 8.70518)  0.187
C (1.43776, -4.10950, -9.72718)  -1.130
C (2.09957, -3.46691, -8.53201)  0.838
C (1.69513, -2.05025, -8.20765)  -0.906
O (2.91390, -4.06025, -7.86342)  -0.559
H (1.81418, -5.12239, -9.84849)  0.312
H (0.35711, -4.14480, -9.58162)  0.307
H (1.65716, -3.53654, -10.62928)  0.329
H (0.62533, -2.00821, -7.99582)  0.302
H (1.92917, -1.39009, -9.04379)  0.427
H (2.24378, -1.71377, -7.33034)  0.093
C (2.29855, -5.70356, 8.01899)  -0.816
C (2.73522, -6.76525, 8.99719)  0.806
C (4.21675, -6.89139, 9.25779)  -1.195
O (1.93251, -7.48325, 9.54686)  -0.531
H (1.21562, -5.72294, 7.92410)  -0.016
H (2.60900, -4.71848, 8.37122)  0.377
H (2.74447, -5.89070, 7.04096)  0.344
H (4.60612, -5.95537, 9.66070)  0.338
H (4.74024, -7.12543, 8.32970)  0.330
H (4.39252, -7.68848, 9.97637)  0.315

Atoms 1-6, force components in eV/Å:
C 0.520 -0.122 0.301
C -0.409 -0.199 0.124
Br 0.499 0.080 0.130
C -0.451 0.153 0.037
Br 0.340 0.054 -0.045
C 0.054 0.062 0.287

Computed properties:
E_HOMO ... -8.83 eV
Energy ... -254483.862 eV
Relative energy (zero: lowest compared OMol25 entry of this formula, charge and spin) ... 0.000 eV
HOMO-LUMO gap ... 7.5 eV
SMILES string ... C/C(Br)=C(/Br)c1c([PH2]=O)c2c(c(C)c1S(C)(=O)=O)C(=O)C(C[C@@H](C)Cl)=CC2=O.CC(C)=O.CC(C)=O.CC(C)=O.CC(C)=O.CC(C)=O.CC(C)=O.CC(C)=O.CC(C)=O.CC(C)=O.CC(C)=O
LUMO ... -1.288 eV
2S+1 ... 1

Entry 3:
This record from OMol25 describes a molecular structure, C19H15ClNa. The level of theory is ωB97M-V/def2-TZVPD.

Each line ends with the Mulliken charge.
CARTESIAN COORDINATES (ANGSTROEM)
C (0.91215, -1.78557, 1.37810)  -0.068
C (1.11243, -3.11242, 1.73434)  -0.907
C (0.08994, -4.04853, 1.53894)  -0.341
C (-1.11711, -3.62805, 0.96811)  -0.681
C (-1.29884, -2.31884, 0.51958)  0.002
C (-0.26081, -1.37453, 0.70125)  -0.263
C (-0.20692, -0.07619, 0.04306)  1.352
C (-0.49980, -0.02019, -1.38102)  -0.116
C (0.10375, -1.01847, -2.15876)  -0.348
C (0.40372, -0.74605, -3.47054)  -0.761
C (-0.11570, 0.39736, -4.08056)  -0.352
C (-0.94285, 1.29701, -3.38540)  -0.677
C (-1.07342, 1.11157, -2.00196)  0.093
Cl (-3.42322, 0.93847, 0.79461)  -0.660
C (0.25718, 1.11398, 0.73660)  -0.089
C (0.94160, 2.11231, -0.00480)  -0.164
C (1.43691, 3.23766, 0.66137)  -0.697
C (1.23278, 3.39667, 2.06178)  -0.352
C (0.60798, 2.37753, 2.81172)  -0.680
C (0.14193, 1.23195, 2.14485)  0.074
H (1.65017, -1.01976, 1.61384)  0.425
H (2.06282, -3.41242, 2.17545)  0.406
H (0.28023, -5.10547, 1.74593)  0.416
H (-1.94439, -4.33020, 0.88217)  0.416
H (-2.29656, -2.01862, 0.17942)  0.415
H (0.44568, -1.89843, -1.60929)  0.394
H (1.05486, -1.45202, -3.95854)  0.420
H (0.22000, 0.61514, -5.09891)  0.396
H (-1.36714, 2.15315, -3.91738)  0.403
H (-1.62372, 1.82333, -1.35131)  0.190
H (1.17480, 1.88574, -1.05702)  0.414
H (2.13310, 3.87919, 0.10991)  0.394
H (1.73374, 4.20632, 2.61183)  0.428
H (0.62123, 2.40764, 3.92087)  0.406
H (-0.43353, 0.47218, 2.70541)  0.362
Na (-2.01301, 2.70853, 1.43638)  0.752

Atoms 1-6, force components in eV/Å:
C -0.208 0.275 0.218
C -0.122 -0.040 0.164
C 0.388 0.329 -0.621
C -0.145 0.183 0.085
C -0.142 -0.198 0.321
C 0.434 -0.267 0.060

Computed properties:
E_HOMO ... -11.77 eV
Energy ... -36879.666 eV
Total charge ... +1
Relative energy (zero: lowest compared OMol25 entry of this formula, charge and spin) ... 0.625 eV
HOMO-LUMO gap ... 6.2 eV
LUMO ... -5.523 eV
2S+1 ... 1

Strongest force on any atom for the records above, in order: 0.02502 0.03823 0.02673 hartree/bohr